A cluster of 2 separate species, CH7N2O in total. Source: the OMol25 dataset; level of theory: ωB97M-V/def2-TZVPD.

Geometry (Å):
1 N -1.336 -1.168 -0.166
2 C -0.513 -0.276 -0.673
3 N -0.926 1.000 -0.812
4 H -2.094 -0.819 0.441
5 H -0.911 -2.096 -0.038
6 H 0.484 -0.623 -1.157
7 H -0.359 1.500 -1.513
8 H -1.785 1.285 -0.506
9 H 2.566 0.506 0.693
10 H 2.792 0.381 2.196
11 O 2.082 0.311 1.536

## Properties
E: -6175.614 eV
Spin multiplicity: 2

Atom charges from the Löwdin analysis, given in e for atoms 1 to 2: number 1, N, carries 0.001; number 2, C, carries -0.452